Formula: C12H17BF2N5O8P
Source: the Open Molecules 2025 dataset
Level of theory: wB97M-V/def2-TZVPD

Properties
* net charge: 0
* total energy: -51954.7029 eV
* highest occupied orbital energy: -9.0 eV
* frontier orbital gap: 8.50 eV

```
46
C12H17BF2N5O8P wB97M-V/def2-TZVPD
H 1.963 -2.590 -1.458
F 0.120 2.377 1.362
C 3.137 -1.464 -0.050
O -1.742 -3.551 0.793
O 2.840 -2.458 2.101
C -3.352 -1.019 1.728
N 3.048 0.787 -2.657
H -0.603 -0.867 2.231
C -4.539 -1.349 0.873
H 1.481 -2.881 0.177
O -1.888 2.945 0.305
C -0.447 -1.621 1.460
C -0.227 -0.889 0.186
H 3.909 -1.671 -0.786
N -0.937 0.092 -0.288
C 1.824 -2.106 -0.496
N 0.768 -1.118 -0.652
C 0.651 -0.209 -1.679
C -2.041 4.099 -0.325
C -1.656 -2.544 1.432
C -0.419 0.582 -1.470
H -5.048 -2.242 1.215
O -2.681 4.255 -1.329
H 3.071 -0.377 0.008
F -1.704 2.829 2.657
H 2.151 -1.270 -3.603
H 0.465 -2.137 1.740
H 5.339 -0.935 1.438
P 1.765 -0.011 -3.096
H 3.892 0.248 -2.804
B -1.021 3.171 1.501
H 5.513 -2.466 0.954
H -4.168 -1.517 -0.136
N 5.002 -1.880 1.608
H 1.045 0.702 -4.081
O -0.681 4.611 1.487
N -0.930 1.644 -2.147
O -2.952 0.081 1.973
H -1.925 1.575 -2.316
H -1.768 0.516 0.120
C 3.599 -1.974 1.305
O -1.196 6.329 0.133
H -5.234 -0.519 0.906
O -2.694 -2.155 2.269
C -1.268 5.173 0.437
H -0.461 1.803 -3.025
```

***

Formula: C14H19FN4OS
Source: the Open Molecules 2025 dataset
Level of theory: wB97M-V/def2-TZVPD

Properties
* net charge: 0
* total energy: -36383.9432 eV
* highest occupied orbital energy: -8.2 eV
* frontier orbital gap: 8.93 eV
* SMILES: C[C@@]1(c2ccccc2F)C[S@@]2(=O)=NCCCCN2C(N)=N1

```
40
C14H19FN4OS wB97M-V/def2-TZVPD
S 1.046 -0.087 -0.823
C -0.033 0.952 1.350
C 2.983 1.757 -1.255
H 4.665 2.330 -0.025
H -1.506 -1.436 1.666
F -2.841 -1.142 -2.725
N -1.239 0.854 0.888
H 2.191 2.461 -0.906
H 4.150 1.252 2.059
C 3.329 1.403 1.309
N -0.052 1.471 2.583
H -3.398 -3.643 -2.379
H -0.970 1.852 2.792
N 2.355 0.556 -1.736
N 1.141 0.554 0.766
C -2.600 -1.822 -1.560
H 3.554 2.197 -2.088
H -3.165 -4.943 -0.260
C -2.922 1.153 -0.783
C 2.371 0.242 1.502
H 2.877 2.405 1.468
C -1.661 0.323 -0.435
C -2.951 -3.178 -1.474
H 0.716 2.078 2.697
H -0.422 1.689 -1.538
H -2.087 -3.755 1.829
C -0.525 0.594 -1.427
C 3.965 1.477 -0.108
C -2.276 -3.280 0.877
O 1.099 -1.539 -0.724
H -2.854 2.195 -0.478
H -0.763 0.191 -2.446
C -2.822 -3.899 -0.287
C -2.006 -1.210 -0.396
H 4.523 0.575 -0.291
H 2.145 0.094 2.570
H -3.134 1.158 -1.851
H 2.784 -0.707 1.131
C -1.877 -1.941 0.785
H -3.791 0.770 -0.274
```

***

Formula: C4H9NO
Source: the Open Molecules 2025 dataset
Level of theory: wB97M-V/def2-TZVPD

Properties
* net charge: 0
* total energy: -7827.9733 eV
* highest occupied orbital energy: -8.4 eV
* relative energy (zero: lowest compared OMol25 entry of this formula, charge and spin): 419.39 kJ/mol
* frontier orbital gap: 8.69 eV
* SMILES: C=N/C=C/C.O

```
15
C4H9NO wB97M-V/def2-TZVPD
C 1.919 0.176 0.332
H -0.888 -0.243 0.357
O -0.022 -2.082 2.465
H -2.199 0.739 -2.125
H 2.253 -0.597 1.033
C -0.851 0.514 -0.417
H -0.915 -1.724 2.382
H 0.081 2.495 -0.330
H -1.617 -0.985 -1.693
C -1.409 0.077 -1.767
H -0.591 0.177 -2.472
H 0.516 -1.318 2.230
H 2.493 0.313 -0.583
N 1.101 1.043 0.786
C 0.129 1.415 -0.197
```

***

Formula: C2H10N2S
Source: the Open Molecules 2025 dataset
Level of theory: wB97M-V/def2-TZVPD

Properties
* net charge: 0
* total energy: -16048.8529 eV
* highest occupied orbital energy: -8.9 eV
* relative energy (zero: lowest compared OMol25 entry of this formula, charge and spin): 268.71 kJ/mol
* frontier orbital gap: 7.84 eV

```
15
C2H10N2S wB97M-V/def2-TZVPD
H 1.182 -0.824 0.830
C -0.237 0.968 -0.591
H -2.250 0.889 -0.672
H 0.665 0.321 2.240
H 0.586 1.571 -0.980
N -1.499 1.112 -1.326
H 0.385 -0.576 -1.980
C 0.293 -0.439 -0.901
H -0.499 -1.109 -0.534
S -0.413 -1.274 2.206
H 0.213 -1.646 3.344
H 2.050 -1.483 -0.397
H -0.331 1.073 0.498
H -1.672 2.074 -1.598
N 1.525 -0.656 -0.137
```

***

Formula: C3H4BrF3O
Source: the Open Molecules 2025 dataset
Level of theory: wB97M-V/def2-TZVPD

Properties
* net charge: 0
* total energy: -83414.0524 eV
* highest occupied orbital energy (spin up / spin down): -7.0 / -10.5 eV
* relative energy (zero: lowest compared OMol25 entry of this formula, charge and spin): 0.00 kJ/mol
* 2S+1: 3
* frontier orbital gap (spin up / spin down): 7.68 / 9.29 eV

```
12
C3H4BrF3O wB97M-V/def2-TZVPD
F 1.392 2.219 -0.763
H 0.523 -0.410 1.841
H -1.766 0.752 -0.048
O -0.393 -0.430 1.549
C 1.549 0.948 -0.309
F 2.527 0.352 -1.007
C -1.646 -0.224 -0.488
Br 0.492 -2.306 -0.330
H -1.415 -0.305 -1.585
F 1.693 0.923 0.985
H -2.512 -0.835 -0.146
C -0.443 -0.683 0.301
```

***

Formula: C6H14NO2
Source: the Open Molecules 2025 dataset
Level of theory: wB97M-V/def2-TZVPD

Properties
* net charge: +1
* total energy: -12024.9032 eV
* highest occupied orbital energy: -12.7 eV
* relative energy (zero: lowest compared OMol25 entry of this formula, charge and spin): 207.03 kJ/mol
* frontier orbital gap: 9.79 eV

```
23
C6H14NO2 wB97M-V/def2-TZVPD
C -1.665 0.927 4.620
H -0.197 -1.798 -2.908
H -0.704 1.292 -2.587
H 0.306 0.209 -3.786
H -0.124 -2.012 -1.161
H 1.548 -0.236 1.549
N 0.626 -0.337 -1.722
C -1.544 0.572 3.390
C 0.756 0.320 -0.359
H 2.226 -1.111 0.368
H 0.623 -1.425 0.698
H -1.470 -1.205 -1.861
H 1.130 1.561 -2.868
H -1.074 1.883 5.003
C -0.386 -1.380 -1.906
C 0.313 0.729 -2.774
C 1.341 -0.669 0.610
H 1.476 1.022 -0.575
H -2.127 0.390 5.287
H 1.511 -0.720 -2.082
O -1.456 0.408 2.233
H -0.692 0.585 0.853
O -0.418 0.993 -0.024
```

***

Formula: C17H32Cl2N5O6PS
Source: the Open Molecules 2025 dataset
Level of theory: wB97M-V/def2-TZVPD

Properties
* net charge: 0
* total energy: -83050.8641 eV
* highest occupied orbital energy: -8.5 eV
* frontier orbital gap: 8.92 eV
* SMILES: CCCCO[C@]1(CCSc2nnco2)OC(=O)OC1(Cl)Cl.CN(C)P(=O)(N(C)C)N(C)C

```
64
C17H32Cl2N5O6PS wB97M-V/def2-TZVPD
H 0.008 3.506 0.576
H -5.035 -2.797 3.914
C 0.777 3.999 1.176
C -4.161 -3.991 -1.319
C -4.694 -2.574 -1.540
H 6.139 3.278 -0.525
C 2.865 5.174 1.097
C -2.329 -5.504 -0.405
Cl -3.338 -6.803 -1.165
H 0.320 4.881 1.625
H 1.071 3.313 1.979
H 3.652 1.556 1.241
H 3.408 4.601 1.850
H 3.865 5.268 -2.187
N -4.520 -1.106 2.735
C -5.512 -1.819 0.981
C -3.240 -5.491 1.579
N -4.824 -0.820 1.413
N 4.100 3.131 -0.095
H 2.614 -2.679 1.860
N 2.319 3.829 -2.207
Cl -0.853 -5.410 -1.326
H -0.785 -3.714 0.961
H 5.205 4.597 -1.152
C 1.028 3.614 -2.850
C 1.704 -2.924 1.314
H 3.580 5.681 0.451
O 2.410 1.606 -1.034
O -3.808 -6.064 2.435
H -5.006 -4.650 -1.137
C 0.921 -1.634 1.063
H -0.810 -0.846 -0.005
O -2.251 -3.036 -0.381
H 5.313 2.129 1.279
H 4.756 1.096 -0.060
H 2.042 -3.332 0.360
H 1.092 3.855 -3.912
H 5.138 3.009 -1.961
C -0.298 -1.795 0.160
H 1.596 -0.952 0.539
O -5.718 -2.755 1.941
C -1.309 -2.802 0.674
H 0.235 4.230 -2.401
C 5.182 3.519 -0.989
H -1.801 -2.416 1.570
H 2.840 5.280 -3.592
S -6.179 -2.111 -0.601
H 1.116 -3.654 1.865
H 2.237 5.958 -2.070
O -3.535 -4.264 1.105
C 4.473 1.910 0.616
P 2.453 3.060 -0.695
H 2.291 5.955 1.604
H -5.029 -2.500 -2.575
H -3.933 -1.811 -1.408
H 0.041 -2.154 -0.815
C -5.063 -2.241 2.994
C -3.096 -4.101 -0.238
N 1.919 4.386 0.321
O -2.119 -5.936 0.904
H -3.705 -4.327 -2.251
H 0.735 2.567 -2.771
C 2.836 5.146 -2.508
H 0.670 -1.121 1.994
```

***

Formula: C9H14
Source: the Open Molecules 2025 dataset
Level of theory: wB97M-V/def2-TZVPD

Properties
* net charge: 0
* total energy: -9558.1628 eV
* highest occupied orbital energy: -8.8 eV
* relative energy (zero: lowest compared OMol25 entry of this formula, charge and spin): 194.77 kJ/mol
* frontier orbital gap: 9.84 eV
* SMILES: Cc1ccccc1.CC

```
23
C9H14 wB97M-V/def2-TZVPD
H -1.320 2.269 -2.178
C -1.080 -0.828 0.233
H -1.125 2.599 0.235
C -1.138 0.190 -1.911
C -1.156 -0.992 -1.171
H -0.696 0.591 1.817
H 3.128 1.474 1.104
C -1.356 -2.037 1.169
H -1.287 -1.939 -1.593
H -1.129 -1.970 2.140
H -2.469 -2.364 1.063
C 2.172 0.999 0.967
C 2.337 -0.110 -0.025
H 3.395 -0.224 -0.396
H 1.733 0.730 1.885
H 1.920 -1.158 0.259
C -0.851 0.533 0.666
C -1.230 1.484 -1.438
H 1.596 1.811 0.491
C -1.064 1.622 -0.057
H 1.820 -0.016 -1.059
H -0.902 -2.825 0.745
H -1.296 0.161 -2.947
```

***

Formula: C32H46N2O4S
Source: the Open Molecules 2025 dataset
Level of theory: wB97M-V/def2-TZVPD

Properties
* net charge: 0
* total energy: -55931.0436 eV
* highest occupied orbital energy: -8.3 eV
* frontier orbital gap: 8.51 eV
* SMILES: CCCCCCCCCCCCCc1c(COC)ccc2c1N(N)c1cc(C)cc(CC(=O)OC(C)=O)c1S2

```
85
C32H46N2O4S wB97M-V/def2-TZVPD
C 0.633 -0.611 -3.070
H -1.736 0.036 -4.722
H 1.691 -5.256 3.258
C 5.128 -2.762 0.956
C -1.507 0.602 -3.768
H 1.921 -0.372 -0.323
H -1.925 -0.050 -2.945
C 0.061 0.737 -3.705
H 4.498 -1.042 2.810
C -1.443 -2.103 2.448
C -2.853 -2.566 4.582
H -5.720 -0.378 1.306
C 5.438 -0.805 2.245
C 3.308 -4.131 2.188
O -4.527 -4.228 4.398
H 0.425 1.563 -3.041
H 6.316 -1.039 2.906
C 1.140 -2.511 0.964
H -2.798 2.643 3.306
H -0.586 4.190 0.053
H -1.351 2.629 -1.988
H 1.464 5.772 -0.187
H -0.724 5.291 -1.788
C 1.528 4.670 -0.429
H -1.114 4.567 -4.491
H -1.543 2.841 1.989
O 5.508 -1.389 0.946
H 2.545 4.292 -0.138
H 5.718 -3.257 1.791
H 0.186 3.401 -4.056
H -3.309 0.298 4.230
H 0.523 4.087 1.469
H 3.711 -0.447 -0.203
C -2.655 -0.145 3.435
H -3.260 2.492 1.574
C 1.924 -4.423 2.545
H 0.210 -0.637 -2.022
O -5.174 -3.512 1.617
C -1.763 3.118 -2.922
H 0.320 5.932 -3.160
C -5.137 -2.408 2.086
H -3.357 1.749 -3.541
C -2.334 -1.586 3.483
H -0.810 0.832 0.493
C -4.987 -1.198 1.098
C 2.808 -1.070 -0.411
C -2.121 0.717 2.368
H 2.208 4.861 -2.534
H 0.215 -1.484 -3.635
C 0.023 5.014 -2.585
H 3.801 -1.955 -2.177
H -2.139 -3.431 4.683
H 2.535 0.433 -2.694
H 0.554 2.749 0.245
H 4.165 -4.705 2.627
H 2.620 -0.922 -3.945
C 3.612 -3.028 1.247
C 2.560 -2.223 0.609
H -1.541 -2.902 -0.161
C 2.202 -0.610 -2.942
N 0.032 -1.766 0.381
C -4.287 -3.082 4.157
C -0.647 4.018 -3.623
C -2.296 1.969 -3.870
C -1.224 0.193 1.313
N -0.660 -2.583 -0.584
H -2.368 2.372 -4.923
C 1.354 4.396 -1.975
H 5.440 0.313 2.090
C 0.441 3.860 0.370
H -0.099 -3.415 -0.798
H -3.954 -0.779 1.220
H -2.850 -2.051 5.578
H 1.416 3.281 -2.120
C -2.449 2.251 2.309
H -5.060 -1.555 0.035
H 2.123 -2.587 -1.839
S -0.889 -3.850 2.360
H 0.467 0.861 -4.753
C -0.875 -1.232 1.381
C 0.884 -3.603 1.943
H 5.439 -3.298 0.015
O -5.183 -2.222 3.494
H -2.584 3.833 -2.640
C 2.748 -1.655 -1.890
```

***

Formula: C9H8N2O
Source: the Open Molecules 2025 dataset
Level of theory: wB97M-V/def2-TZVPD

Properties
* net charge: 0
* total energy: -14481.8466 eV
* highest occupied orbital energy: -9.9 eV
* relative energy (zero: lowest compared OMol25 entry of this formula, charge and spin): 863.05 kJ/mol
* frontier orbital gap: 9.15 eV

```
20
C9H8N2O wB97M-V/def2-TZVPD
N -1.363 1.430 -2.543
C 0.491 0.477 2.219
H -2.477 2.011 -1.254
H -0.114 0.315 -3.823
O -0.761 -1.487 1.493
C 0.266 -0.023 -1.534
C 0.137 -1.186 0.735
C -1.303 0.713 -0.199
H -2.029 -1.058 1.055
C 2.427 -0.486 1.364
H 1.020 -0.676 -1.655
H 0.603 -1.922 0.215
N 0.056 1.244 3.058
H 2.832 -1.336 0.885
C -0.204 0.689 -2.603
H 3.143 -0.162 2.049
C 1.087 -0.462 1.381
H -1.835 0.551 0.729
C -0.302 -0.143 -0.317
C -1.672 1.511 -1.256
```

***

Formula: C30H43Cl45N3O2P
Source: the Open Molecules 2025 dataset
Level of theory: wB97M-V/def2-TZVPD

Properties
* net charge: 0
* total energy: -613165.1876 eV
* highest occupied orbital energy: -8.1 eV
* frontier orbital gap: 8.30 eV

```
124
C30H43Cl45N3O2P wB97M-V/def2-TZVPD
Cl -3.773 -0.440 -5.679
Cl -2.856 -0.753 -2.929
Cl -0.825 8.068 -4.658
H 2.528 1.121 1.441
Cl 8.611 -6.146 -3.509
C 1.798 -0.967 -1.243
Cl -3.682 -1.514 7.611
H 0.070 -0.285 0.800
C 7.322 -1.722 5.834
C 1.410 0.122 -5.733
Cl 5.970 -0.762 6.442
C -1.089 8.426 -2.950
H 4.360 -2.128 1.459
C 2.834 0.204 0.876
C -3.086 2.680 -0.436
H -4.775 1.014 1.732
H -11.920 3.951 -3.792
H 8.076 -1.779 6.611
H -1.189 -1.212 3.228
H 4.195 -1.802 3.229
H -5.878 -1.785 8.385
O 4.261 0.247 0.810
Cl 7.991 -3.533 -4.612
Cl 1.748 -1.583 -5.406
C -2.175 2.482 -1.474
C -1.500 -1.706 0.362
C 8.871 -4.406 -3.357
H -3.639 -2.407 -4.406
H -4.895 1.737 -0.319
N -3.923 1.538 -0.090
H -2.828 0.978 4.735
H -2.104 1.507 -1.958
C 0.006 -1.377 0.656
Cl -6.007 0.121 7.031
H 2.723 -1.476 -1.593
H -2.830 -9.758 -1.378
Cl 3.731 2.224 -5.428
Cl 0.941 -5.675 -3.448
Cl -0.028 0.555 7.589
H 1.750 -2.628 0.220
Cl -2.067 4.836 5.060
H 0.231 -1.829 1.648
H -0.878 9.476 -2.786
C -0.810 -5.681 -3.235
H 2.450 -0.654 1.459
C -11.821 2.874 -3.864
H 2.361 0.632 -5.869
C 4.816 -0.061 2.087
Cl -13.328 2.223 -4.513
H 5.845 -1.974 2.497
C 2.251 0.349 -0.551
Cl 8.393 -3.844 -1.749
Cl 7.491 1.985 2.815
H -1.076 -6.509 -2.583
Cl -2.380 2.160 7.017
H -1.641 -2.284 -0.567
C -3.012 -1.528 -4.513
Cl -1.427 -2.036 -5.085
Cl -11.513 2.237 -2.246
Cl 0.465 0.303 -7.214
P -2.046 -0.079 3.078
N -3.326 3.780 0.283
Cl 0.009 7.477 -1.939
Cl 6.464 1.531 -4.729
H -1.196 1.068 3.012
Cl -3.709 -8.703 -3.276
H 1.250 -0.701 -2.166
H 8.848 3.777 3.486
Cl -2.912 5.343 2.339
C 8.980 2.702 3.441
O -2.239 -0.473 0.324
Cl -1.371 1.982 9.736
H -2.953 6.819 4.171
C -7.239 0.117 -2.202
Cl -5.019 -0.084 9.755
C -2.502 -9.652 -2.406
Cl 10.337 2.354 2.365
Cl -1.333 -4.179 -2.471
N -3.042 0.071 4.313
C 1.042 -1.984 -0.348
Cl -4.847 5.477 4.505
C -1.348 3.550 -1.895
Cl -7.023 0.918 -0.639
C -1.583 1.127 8.203
H 2.983 0.936 -1.139
Cl 5.800 2.227 -7.469
C -3.762 1.147 1.306
H 4.303 0.489 2.901
Cl -8.036 1.202 -3.346
C -3.167 5.766 4.037
H 1.352 0.999 -0.467
H -1.909 -2.316 1.199
H 9.928 -4.207 -3.484
C -1.533 4.730 -1.134
Cl -2.349 -11.263 -3.108
C 5.124 -3.725 -1.909
Cl 6.796 -3.365 5.453
H 5.986 -4.285 -1.579
H -7.872 -0.750 -2.058
H -0.928 5.627 -1.338
Cl -1.623 -5.913 -4.786
H 5.878 0.255 2.056
C -2.487 4.746 -0.122
H 5.650 3.568 -5.553
C 5.442 2.527 -5.767
Cl 5.596 -2.033 -2.110
C -5.234 -0.930 8.217
Cl 4.583 -4.409 -3.446
Cl 9.316 2.117 5.074
Cl -10.471 2.514 -4.945
Cl 0.576 0.875 -4.367
Cl -0.939 -8.822 -2.405
Cl -2.768 8.120 -2.500
Cl -5.684 -0.427 -2.831
H -0.637 3.472 -2.723
Cl 8.042 -0.953 4.419
Cl 3.864 -3.857 -0.674
H -3.744 -1.085 1.626
H -2.571 5.723 0.440
H 0.490 -2.659 -1.035
H -3.207 1.875 1.925
C -3.019 -0.253 1.497
H -2.218 0.266 8.374
C 4.815 -1.623 2.330
```